Entry from the OMol25 dataset: a 7-piece molecular cluster, C50H94ClN9O2PS overall in a non-equilibrium geometry (wB97M-V/def2-TZVPD).

XYZ file:
```
158
Properties=species:S:1:pos:R:3:forces:R:3
C -4.632 -1.800 1.669 -0.299 0.214 0.157
C -4.749 -1.667 0.147 0.496 -0.262 0.130
C -3.405 -1.538 -0.595 -0.605 0.251 -0.407
C -3.530 -2.055 -2.052 1.113 0.125 0.750
C -2.422 -1.451 -2.946 -0.706 -0.535 -0.585
C -2.940 -0.418 -3.987 0.869 -0.307 0.473
C -1.964 0.764 -4.140 -0.271 0.231 -0.767
C -2.605 2.139 -4.441 0.539 -0.438 0.725
C -3.730 2.554 -3.470 -0.032 0.459 -0.510
C -3.268 3.593 -2.434 -0.548 -0.590 -0.173
C -2.456 2.926 -1.287 0.245 0.508 -1.158
C -0.954 3.281 -1.424 -0.428 0.396 0.208
C -0.168 3.450 -0.111 -0.194 -0.276 0.007
C 0.427 2.158 0.482 -0.526 -0.491 -0.317
C -0.484 0.902 0.382 0.473 0.671 0.383
C -1.477 0.750 1.535 -0.086 0.435 -0.941
O -1.578 -0.285 2.086 0.040 -0.995 0.935
Cl -2.502 2.089 2.090 0.137 -0.032 -0.324
N 0.592 2.399 1.973 -0.422 -0.680 0.156
C 1.626 1.608 2.403 0.784 1.154 0.211
N 1.447 0.454 2.944 0.375 -0.193 0.168
P 2.821 -0.591 3.375 0.115 -2.199 0.138
S 2.273 -2.037 4.523 -0.098 0.583 0.024
N 2.946 2.027 2.162 -0.689 0.290 -0.284
C 3.388 3.031 3.163 0.858 0.374 -0.081
O 4.512 2.576 3.861 -0.686 -0.252 0.305
C 4.419 2.749 5.279 -0.082 -0.277 0.793
C 3.337 1.911 5.973 0.053 0.166 -0.396
C 2.873 2.594 0.773 -0.172 0.028 -0.315
C 1.851 1.809 -0.080 0.084 1.313 -0.383
C 2.039 2.156 -1.578 0.610 -1.618 0.723
C 3.386 1.548 -2.061 -0.337 0.896 -0.994
C 4.529 2.578 -2.250 0.381 -0.864 0.694
C 5.303 2.407 -3.557 0.106 0.604 0.116
H -4.618 -0.835 2.183 0.124 -0.002 -0.080
H -3.737 -2.347 1.976 -0.007 -0.004 -0.166
H -5.488 -2.350 2.072 0.029 0.072 -0.013
H -5.232 -2.570 -0.225 -0.010 0.039 -0.069
H -5.382 -0.824 -0.144 -0.071 -0.058 0.137
H -2.614 -2.074 -0.060 -0.044 -0.077 -0.099
H -3.090 -0.483 -0.639 -0.077 -0.018 0.155
H -3.415 -3.141 -1.991 -0.268 0.402 -0.261
H -4.532 -1.826 -2.423 0.075 -0.039 -0.129
H -1.617 -1.035 -2.330 -0.102 0.082 0.002
H -1.969 -2.274 -3.508 0.181 0.107 0.093
H -3.958 -0.121 -3.732 0.116 0.179 0.039
H -2.988 -0.938 -4.946 -0.279 0.136 -0.010
H -1.277 0.845 -3.288 -0.266 -0.074 0.154
H -1.318 0.531 -4.995 0.164 0.057 0.186
H -1.804 2.876 -4.329 -0.071 0.030 -0.275
H -2.891 2.174 -5.494 -0.317 -0.004 0.126
H -4.158 1.708 -2.925 0.066 -0.035 -0.127
H -4.552 2.965 -4.063 0.013 0.076 0.133
H -2.685 4.367 -2.940 -0.064 0.031 0.086
H -4.176 4.062 -2.047 0.185 0.091 0.203
H -2.567 1.852 -1.459 -0.190 -0.024 0.605
H -2.898 3.238 -0.345 0.278 -0.200 0.172
H -0.502 2.569 -2.115 0.145 0.090 0.102
H -0.920 4.249 -1.933 0.170 -0.052 0.066
H -0.856 3.885 0.621 0.058 -0.086 0.008
H 0.631 4.186 -0.250 0.056 -0.123 0.022
H 0.180 0.043 0.507 -0.286 -0.168 -0.062
H -0.954 0.772 -0.593 -0.164 0.176 0.069
H 0.746 3.383 2.168 0.246 -0.004 -0.139
H 0.496 0.111 3.103 0.091 -0.042 0.190
H 3.218 -1.123 2.128 -0.097 0.734 -0.063
H 3.911 0.176 3.809 -0.480 0.467 -0.220
H 2.563 3.323 3.824 0.075 -0.200 0.109
H 3.689 3.936 2.625 -0.132 -0.134 -0.178
H 4.296 3.802 5.554 0.031 0.025 -0.295
H 5.378 2.417 5.675 0.093 0.188 -0.169
H 3.240 2.237 7.009 0.120 -0.097 0.006
H 2.342 2.041 5.532 0.078 -0.030 -0.016
H 3.598 0.852 5.958 -0.094 0.009 0.104
H 2.515 3.631 0.824 0.169 -0.002 -0.063
H 3.864 2.619 0.324 0.035 -0.225 0.182
H 2.038 0.731 -0.023 -0.044 0.034 0.264
H 1.269 1.590 -2.103 -0.169 0.424 -0.141
H 1.982 3.227 -1.767 -0.111 -0.045 -0.107
H 3.175 1.125 -3.047 0.081 -0.091 0.079
H 3.669 0.698 -1.436 0.083 0.081 0.051
H 5.256 2.404 -1.444 -0.027 0.265 -0.014
H 4.174 3.602 -2.111 -0.058 -0.043 -0.286
H 5.941 1.521 -3.549 -0.211 -0.121 -0.002
H 5.972 3.264 -3.674 -0.027 -0.069 -0.118
H 4.647 2.380 -4.430 -0.020 -0.059 0.051
C -8.233 -5.269 -0.312 -0.015 -0.007 -0.022
C -7.651 -6.457 -1.071 -0.219 0.159 0.051
C -6.215 -6.788 -0.650 -0.107 0.191 -0.166
C -5.325 -5.647 -0.907 -0.425 -0.870 0.234
N -4.641 -4.757 -1.115 0.313 0.209 -0.009
H -7.668 -4.355 -0.506 0.038 -0.028 0.024
H -9.262 -5.088 -0.620 0.001 -0.011 0.030
H -8.229 -5.452 0.765 -0.001 0.020 -0.006
H -7.679 -6.247 -2.142 0.059 -0.073 -0.004
H -8.277 -7.334 -0.901 0.093 -0.055 -0.017
H -5.844 -7.649 -1.206 0.081 0.013 0.030
H -6.174 -7.030 0.413 0.049 0.025 0.011
C -2.173 -3.197 7.837 0.050 -0.008 0.045
C -1.159 -3.336 6.706 -0.058 0.106 0.236
C -1.816 -3.403 5.321 0.085 -0.237 0.257
C -2.708 -4.569 5.239 0.532 0.844 -0.197
N -3.393 -5.479 5.182 -0.466 -0.660 -0.010
H -2.838 -4.059 7.885 -0.018 0.021 -0.050
H -1.663 -3.125 8.798 -0.012 0.016 -0.009
H -2.782 -2.300 7.708 -0.012 -0.018 0.003
H -0.561 -4.235 6.872 0.024 0.012 -0.094
H -0.474 -2.486 6.732 0.026 -0.028 -0.115
H -1.054 -3.489 4.545 -0.068 -0.009 -0.070
H -2.396 -2.499 5.126 -0.044 -0.029 -0.023
C 4.353 -3.662 -1.188 0.012 -0.016 0.011
C 4.041 -4.078 -2.621 0.052 -0.075 0.248
C 3.859 -2.882 -3.563 -0.187 -0.126 0.159
C 2.741 -2.038 -3.117 0.766 -0.459 -0.464
N 1.872 -1.389 -2.761 -0.644 0.544 0.392
H 3.533 -3.087 -0.753 -0.001 0.023 -0.046
H 4.504 -4.541 -0.561 0.027 0.018 -0.005
H 5.260 -3.055 -1.144 -0.009 -0.007 0.013
H 3.137 -4.690 -2.629 0.005 0.017 -0.091
H 4.852 -4.701 -3.000 -0.029 0.041 -0.093
H 3.652 -3.224 -4.577 -0.018 0.077 -0.027
H 4.765 -2.275 -3.591 -0.025 0.049 -0.008
C 1.901 1.892 -7.087 -0.007 -0.018 -0.006
C 0.848 2.279 -8.120 0.157 -0.200 0.105
C 0.506 3.773 -8.092 -0.091 -0.248 0.149
C -0.031 4.152 -6.778 0.298 -0.030 -0.975
N -0.453 4.446 -5.758 -0.254 0.185 0.717
H 1.550 2.077 -6.070 -0.007 0.042 -0.006
H 2.135 0.830 -7.163 0.021 0.016 -0.007
H 2.826 2.453 -7.239 0.002 -0.007 0.015
H -0.057 1.693 -7.947 -0.036 0.066 -0.059
H 1.210 2.022 -9.117 -0.064 0.082 -0.030
H -0.238 4.007 -8.853 -0.015 0.084 0.037
H 1.394 4.374 -8.293 -0.012 0.040 0.033
C 0.929 7.639 -1.813 0.002 0.041 -0.034
C 0.738 7.228 -3.269 -0.108 0.141 0.239
C 1.452 5.920 -3.617 0.256 0.392 0.040
C 2.902 6.047 -3.402 -0.982 -0.274 -0.167
N 4.026 6.149 -3.228 0.803 0.041 0.173
H 1.980 7.828 -1.585 0.008 -0.051 -0.008
H 0.381 8.557 -1.600 -0.017 -0.037 0.030
H 0.565 6.862 -1.135 -0.007 0.008 0.009
H 1.100 8.027 -3.918 -0.004 -0.065 -0.058
H -0.328 7.109 -3.472 0.041 -0.082 -0.103
H 1.271 5.660 -4.657 0.016 -0.116 0.013
H 1.075 5.103 -2.998 0.005 -0.052 -0.048
C 3.342 -4.967 7.897 0.061 0.005 -0.011
C 3.116 -6.465 8.062 0.129 0.185 -0.080
C 1.663 -6.810 8.409 0.213 0.084 0.192
C 1.268 -6.174 9.674 0.078 -0.521 -0.855
N 0.972 -5.677 10.658 -0.180 0.405 0.677
H 3.141 -4.428 8.824 -0.060 -0.023 -0.009
H 4.378 -4.766 7.621 -0.022 0.009 -0.033
H 2.698 -4.556 7.115 0.005 0.011 0.011
H 3.779 -6.843 8.842 -0.066 -0.073 0.003
H 3.386 -6.977 7.136 -0.067 -0.066 0.031
H 1.541 -7.888 8.507 -0.084 0.010 0.024
H 0.990 -6.465 7.622 -0.036 -0.007 0.016
```
Forces are in eV/Å.

The total charge is +1. The spin multiplicity is 1. The calculation puts the molecular weight at 951.86 g/mol. The value obtained for the gap between HOMO and LUMO is 7.95 eV. The value obtained for the HOMO energy is -0.432 Ha.